Record 1
63
Properties=species:S:1:pos:R:3:forces:R:3 method="wB97M-V/def2-TZVPD" total_charge=+1 lumo_ev=-3.27 mol_weight_g_mol=823.1 homo_lumo_gap_ha=0.2879 homo_energy_ev=-11.11
Hf -0.10652 0.32903 0.04484 0.3 -0.1 0.2
Cl -2.22649 3.48911 0.62349 0.0 0.0 0.0
Cl -1.58480 -1.58614 2.20758 0.1 0.1 0.0
Cl -2.99037 -0.94390 4.90863 0.0 0.0 0.0
Cl -3.65065 4.14657 3.27366 0.0 0.0 0.0
Cl -4.00853 1.95972 5.45153 0.0 0.0 0.0
Si 0.38411 -2.90144 -0.94169 0.1 -0.1 0.2
F 1.31147 0.41747 1.79636 -0.1 0.1 0.0
N 0.96322 1.43283 -2.72702 0.0 0.1 0.0
N -1.44517 1.90140 -2.22846 0.0 -0.1 0.0
N 0.79447 -1.57361 0.17983 -0.1 0.1 0.0
N -1.66443 0.80903 -1.44051 0.1 0.3 -0.1
N 0.43576 3.19174 -1.06900 0.0 0.0 0.1
N 0.60835 2.47433 0.07310 -0.1 -0.2 -0.1
N 1.29158 0.55889 -1.74800 -0.2 0.0 -0.1
C 1.97052 -3.12283 1.77690 0.1 0.0 0.0
C 1.07397 3.31568 0.99888 0.0 0.0 0.1
C 2.42513 -0.92034 3.44515 0.0 0.0 -0.1
C 1.51725 -1.87086 1.34629 -0.1 0.0 -0.1
C 2.30242 -0.18268 -2.21581 0.0 -0.1 0.0
C -1.69679 1.02929 1.63672 0.0 -0.2 -0.1
C 0.79608 4.46037 -0.84647 0.0 0.0 -0.1
C 2.85460 -2.18397 3.83179 0.0 0.0 0.0
C -2.60737 2.31562 -2.72944 0.0 0.0 0.0
C -2.28212 2.27399 1.86617 0.0 0.1 -0.1
C 2.61361 0.19529 -3.51519 0.0 0.1 0.1
C 2.62644 -3.26468 2.99273 0.0 0.0 0.0
C 1.91270 -3.77358 -1.59434 -0.1 0.0 0.0
C -2.01211 0.07220 2.58929 -0.1 -0.2 0.2
C -0.57972 -2.17793 -2.37666 0.0 0.0 0.0
C 1.80414 -0.84425 2.23104 -0.1 0.0 0.0
C -2.70302 0.30675 3.77255 0.0 0.1 -0.1
C -3.17119 1.59952 4.00363 0.0 0.0 0.0
C -2.98502 0.57140 -1.46263 0.0 0.0 0.0
C -2.99082 2.58167 3.02632 0.0 0.0 0.1
C -3.62533 1.49120 -2.27068 0.1 0.0 0.0
C 1.74067 1.23555 -3.79313 0.0 0.0 0.0
C -0.74735 -4.13827 -0.10916 0.0 0.0 -0.1
C 1.21724 4.58763 0.46429 0.0 0.0 0.0
B -0.03977 2.54695 -2.39640 -0.1 0.1 -0.1
H 3.35588 -2.31399 4.77951 0.0 0.0 0.0
H -2.63461 3.17069 -3.38350 0.0 0.0 0.0
H -0.08723 3.36936 -3.25612 0.0 0.0 0.0
H -3.39503 -0.24414 -0.88731 0.0 0.0 0.0
H -0.99491 -4.91905 -0.83364 0.0 0.0 0.0
H -0.75816 -3.01433 -3.05766 0.0 0.0 0.0
H 1.62854 -4.32428 -2.49464 0.0 0.0 0.0
H 2.73524 -0.94416 -1.59169 0.0 0.0 0.0
H 2.72380 -3.10219 -1.87355 0.0 0.0 0.0
H 1.26886 2.96287 1.99841 0.0 0.0 0.0
H -0.32517 -4.63095 0.76469 0.0 0.0 0.0
H -1.56808 -1.80544 -2.09972 0.0 0.0 0.0
H 2.31823 -4.50204 -0.89386 0.0 0.0 0.0
H 2.56512 -0.03873 4.05401 0.0 0.0 0.0
H 1.57108 5.47540 0.95505 0.0 0.0 0.0
H 1.80692 -3.99871 1.16990 0.0 0.0 0.0
H -1.68857 -3.67435 0.19177 0.0 0.0 0.0
H 0.73253 5.18394 -1.64136 0.0 0.0 0.0
H 2.95883 -4.24919 3.29199 0.0 0.0 0.0
H -0.07040 -1.40335 -2.94876 0.0 0.0 0.0
H 1.62720 1.84837 -4.67134 0.0 0.0 0.0
H 3.37719 -0.21276 -4.15171 0.0 0.0 0.0
H -4.67345 1.55826 -2.49665 0.0 0.0 0.0

***

Record 2
14
Properties=species:S:1:pos:R:3:forces:R:3 method="wB97M-V/def2-TZVPD" lumo_ev=0.72 mol_weight_g_mol=110.1 homo_lumo_gap_ha=0.3294 de_lowest_ev=3.281 homo_energy_ev=-8.24 smiles=Nc1nccnc1N
N -0.79049 1.27518 0.10583 -0.4 0.9 -2.0
N 1.43934 1.63502 0.06305 -2.2 2.5 0.2
N 1.92770 -1.23402 -0.27614 -0.3 -2.5 5.6
N -0.54023 -1.41957 0.18319 -0.2 -0.1 0.1
C -1.87344 0.55916 -0.26802 -0.2 -2.7 4.3
C -1.85064 -0.88301 0.10780 2.1 1.2 -3.8
C 0.56298 -0.72939 0.14822 -0.6 1.9 -2.6
C 0.41169 0.78074 0.03889 0.5 -4.8 1.3
H -2.47525 -1.70800 -0.38409 0.1 1.6 1.4
H 0.84499 2.50594 -0.09695 2.5 -0.4 0.1
H 2.34847 1.46189 -0.30918 0.1 -0.2 -0.3
H 1.90414 -2.32169 -0.53004 -0.5 3.0 0.8
H 2.37270 -1.31682 0.88778 -1.0 0.2 -4.5
H -2.75281 1.21743 -0.26040 -0.1 -0.8 -0.7

***

Record 3
16
Properties=species:S:1:pos:R:3:forces:R:3 method="wB97M-V/def2-TZVPD" lumo_ev=0.44 mol_weight_g_mol=132.2 homo_lumo_gap_ha=0.3022 de_lowest_ev=4.848 homo_energy_ev=-7.78
S -1.79100 0.61799 2.57898 0.5 -0.7 -1.7
N -2.09887 -0.51297 -1.19654 -1.0 0.2 -1.9
N -2.38888 -0.29579 0.14821 5.5 0.4 -0.8
N -0.08583 0.05741 0.53415 -0.3 -0.8 1.2
N 0.93062 0.40318 1.33477 0.3 2.4 1.5
C -1.34321 0.09687 1.00093 -3.1 0.1 2.0
C 2.37060 -0.02862 -0.49293 1.7 0.9 -4.9
C 2.06718 0.58665 0.79453 -1.7 -2.9 -1.0
H 2.64046 -1.30398 -0.53482 -1.0 4.1 0.2
H 0.11994 0.02104 -0.41404 -0.4 -0.6 -1.9
H -2.54823 0.34546 -1.67586 0.9 -2.6 0.1
H 1.38755 0.31995 -1.26371 3.5 -1.4 1.4
H 3.43502 0.69898 -0.91029 -3.3 -2.8 0.8
H -3.26110 -0.48511 0.45265 -3.0 -0.3 1.8
H -2.32992 -1.51962 -1.59561 0.2 3.1 1.2
H 2.89569 0.99856 1.23958 1.3 0.9 2.1

***

Record 4
94
Properties=species:S:1:pos:R:3:forces:R:3 method="wB97M-V/def2-TZVPD" lumo_ev=0.05 mol_weight_g_mol=640.7 homo_lumo_gap_ha=0.3442 de_lowest_ev=9.443 homo_energy_ev=-9.32
O -11.03775 2.96109 -7.22025 0.6 1.3 -1.5
O -2.27573 9.47349 5.12412 -0.5 0.5 0.4
O 1.29483 11.45487 -7.37510 0.3 0.2 -0.1
O 3.80649 9.72132 0.38924 -0.3 -1.2 -0.3
O -5.11570 9.20130 -9.77004 2.0 -2.1 0.9
O -2.30917 11.32299 -1.17805 -0.7 -1.4 -0.6
O -4.11832 4.04759 -3.72563 1.0 0.4 1.0
O -12.09428 10.22866 -5.11284 0.2 0.2 0.1
O -9.19581 -1.92977 -0.15859 0.2 0.4 0.3
O 0.17956 2.31124 3.28472 -0.6 -0.9 0.0
O -4.32371 -1.07276 -8.04142 -1.2 -0.6 -0.3
O -7.55150 8.39334 0.18430 0.3 -0.1 -1.7
O -3.04979 -4.32455 -0.73691 -0.5 -3.6 -0.5
N 5.11267 10.75338 1.77828 0.8 4.9 4.5
N -4.08579 6.17319 -4.25283 -1.5 4.4 -2.2
N -12.43393 1.67993 -6.10989 -6.4 -2.3 -0.6
N 2.15785 3.32058 3.34604 3.4 1.9 -3.4
N -5.10740 -1.08437 -10.20629 -1.2 -1.3 -1.7
N -11.87215 8.75626 -6.79397 -0.1 -1.0 -1.2
N -2.45006 -2.83782 0.79186 0.7 1.5 5.0
N 1.39123 2.68771 5.17585 -1.2 -1.4 4.2
N -2.70595 5.52856 -2.68460 2.0 -0.2 2.5
N -2.33910 -2.32744 -1.26822 1.0 2.6 -2.4
N 2.73144 10.35823 -6.09223 0.9 -1.0 4.8
N -10.45299 8.68737 -5.09944 2.0 -1.5 1.0
N -5.04420 0.72151 -9.06139 -1.4 6.3 0.7
N 5.94660 9.11461 0.70469 3.5 -3.4 -1.6
N -10.53540 1.90127 -5.33627 5.3 -1.0 4.0
N 3.15488 10.58704 -8.15541 4.5 -0.8 -6.0
C -4.91109 -0.54748 -8.99400 4.0 -3.4 1.1
C -6.22694 9.76089 -10.31928 -1.1 0.6 -0.3
C 4.90439 9.81782 0.93136 -4.4 0.4 -2.2
C -3.66794 5.18403 -3.50745 -1.7 -3.4 -1.9
C 1.16705 2.68285 3.88265 -1.8 0.3 -0.5
C -11.29625 2.18943 -6.33133 2.0 2.6 -1.2
C -11.51504 9.27347 -5.61518 -2.0 2.7 0.5
C -2.60889 -3.27259 -0.40398 -1.2 -1.3 -2.1
C 2.39474 10.90457 -7.22860 -6.5 1.7 2.7
C -7.19547 7.31291 1.01957 -1.0 0.5 0.9
C -2.03570 8.17817 4.66928 1.2 -0.6 -0.8
C -2.36232 12.71770 -1.02587 0.7 -0.3 0.0
C -8.40632 -0.81682 0.34512 -0.5 -0.9 -1.5
H -4.83180 -2.01381 -10.48963 -0.3 0.3 0.4
H -10.10464 8.97034 -4.19463 -0.3 -0.2 -0.2
H -5.24714 1.24133 -9.90324 0.0 -0.3 0.2
H 2.91862 3.60607 3.94590 0.1 0.0 -0.9
H -10.79652 1.23676 -4.62190 0.0 0.4 -0.2
H -5.87850 10.49047 -11.05031 -0.9 0.6 0.0
H -10.27253 7.76180 -5.46118 0.6 0.2 0.6
H -5.71510 -0.52432 -10.78693 0.2 -0.8 -0.4
H -11.52435 7.81470 -6.90626 -0.7 0.2 -1.1
H -4.49651 9.82868 -9.38979 -0.3 0.2 -0.1
H 2.24973 3.28792 2.34076 0.2 0.3 0.3
H -2.45747 7.35660 5.24826 -0.5 0.2 0.0
H -2.31225 8.12785 3.61615 -0.5 -0.1 0.2
H 6.00163 11.23186 1.80845 -0.2 -0.2 0.2
H -2.34615 -3.46482 1.57681 -0.2 0.4 -0.2
H -1.56675 10.99765 -0.66369 0.0 0.0 0.0
H -4.64935 6.11712 -5.08910 0.0 -0.9 0.5
H -4.78433 1.28231 -8.26260 -0.1 -0.3 -0.1
H -2.41449 -1.41742 -0.83662 0.2 0.3 -1.5
H 3.69904 10.18559 -5.85975 -0.3 -0.1 0.1
H -6.51099 6.55924 0.63025 0.4 0.4 -0.2
H -13.15082 2.10233 -6.68239 -0.4 -1.1 0.1
H -6.84590 9.01425 -10.81678 0.5 -0.3 -0.3
H 5.82242 8.35504 0.05066 0.6 0.1 0.2
H -2.29016 4.78838 -2.13746 -0.1 0.4 0.0
H -9.62727 2.32708 -5.21761 -0.1 -0.3 -0.4
H 6.76349 9.24458 1.28424 -0.2 -0.6 -0.4
H -3.15033 13.16088 -1.63476 -0.2 -0.3 0.2
H -2.35417 6.47256 -2.61245 0.0 -0.4 -0.1
H -6.85112 7.90449 1.86784 0.4 -1.4 0.9
H -7.61743 -1.15609 1.01642 -0.3 0.3 0.3
H -6.70144 8.69521 -0.14413 -0.2 0.5 -0.3
H -2.42620 -2.54520 -2.25062 -0.3 0.6 0.3
H -2.19435 -1.86083 0.80604 0.4 -0.6 1.3
H 4.08449 10.28827 -7.89721 -0.2 -0.2 -1.1
H -12.63462 9.17189 -7.30971 0.1 -0.5 0.3
H -7.92860 -0.43254 -0.55611 0.2 0.2 0.1
H -6.89114 10.07431 -9.51385 -0.2 1.0 -0.2
H 4.31921 11.29523 2.08959 0.2 -0.1 -0.4
H -9.08644 -0.03649 0.68662 0.3 -0.1 0.6
H 2.10252 10.49992 -5.31475 0.3 0.2 -0.1
H 2.18756 3.16064 5.57873 -0.5 -0.4 0.1
H -2.06742 9.51632 6.06026 0.0 0.1 0.0
H -12.45486 0.78081 -5.65030 -0.9 0.4 -0.3
H -0.96277 7.98762 4.64450 0.3 -0.1 0.1
H -1.41334 13.05421 -1.44336 0.0 0.9 0.5
H 2.76062 10.74523 -9.07173 1.0 0.0 -0.2
H -3.99516 7.13753 -3.96661 0.3 -0.2 0.1
H 0.68700 2.25934 5.75949 0.3 0.3 0.2
H -9.11706 -2.70541 0.40156 0.1 0.2 0.2
H -2.51755 12.86941 0.04230 0.1 1.0 -0.1
H -8.12325 6.77652 1.21858 0.1 0.1 0.4

***

Record 5
49
Properties=species:S:1:pos:R:3:forces:R:3 method="wB97M-V/def2-TZVPD" spin_multiplicity=2 total_charge=-1 lumo_ev="1.22 / 1.22" mol_weight_g_mol=322.4 homo_lumo_gap_ha="0.1204 / 0.1203" homo_energy_ev="-2.06 / -2.05"
O 0.94708 1.64091 -3.83786 1.0 -4.5 6.9
O -1.71683 1.64582 2.31899 0.8 -2.2 -1.3
O 0.16743 -1.78091 5.30684 0.8 -0.3 -0.2
O 1.38918 1.22310 -1.40092 -1.9 -0.5 -3.6
N 0.22579 3.45707 -1.48367 -1.0 -1.0 -0.4
N -1.01562 0.69137 1.68192 0.2 3.4 -0.9
C 0.32538 2.05836 -0.83849 -1.2 2.6 1.8
C -1.27365 -1.20473 -0.16887 -0.2 -0.4 1.1
C 1.15046 0.83279 -2.79367 -0.8 2.0 -4.5
C -1.55255 0.37339 0.31243 -3.0 -1.5 -1.4
C 1.69835 -3.99370 -3.86111 -0.1 4.0 1.2
C 0.73223 1.62329 3.26088 0.5 -0.1 0.0
C 0.78593 2.37934 0.73764 -0.8 -0.7 -0.7
C 0.43421 1.09980 1.69905 3.2 0.3 2.3
C 1.49523 -0.17748 1.49555 -0.3 0.1 0.1
C 2.92294 -3.16683 -3.10891 -4.7 2.2 -1.5
C -0.98944 -1.13609 5.28822 -0.4 0.2 0.0
C 2.63891 -1.55486 -2.78085 -2.0 -2.6 -1.4
C -1.17930 1.43242 -0.87457 -0.6 0.0 0.5
C -0.02169 -1.62325 -3.88296 4.3 -2.0 1.1
C -3.21903 0.45312 0.46338 -0.2 1.2 0.4
C 0.25709 -3.22859 -4.20980 2.8 1.4 1.4
C 1.20005 -0.79813 -3.16338 1.4 -3.1 0.1
H 1.92531 2.69709 0.79336 -2.4 -1.0 -0.2
H -1.87905 -1.68333 5.64346 -0.5 -0.7 0.3
H -1.48705 0.92201 -1.89810 0.9 1.0 1.9
H 1.41460 -0.66163 0.43089 0.0 0.8 2.1
H -3.57182 1.59390 0.48118 0.9 -2.4 0.0
H -1.34999 -0.77288 4.31084 -0.1 0.2 -0.9
H -2.31097 -1.78469 -0.23473 2.2 1.4 0.1
H -3.75824 -0.02692 -0.45974 1.2 0.6 1.8
H -1.93306 2.35068 -0.75417 1.9 -1.9 -0.2
H -0.36862 4.08375 -0.87170 1.0 -1.3 -0.7
H 0.16304 3.30307 1.10534 1.0 -1.9 -0.7
H -3.58658 0.01354 1.50781 0.9 0.6 -2.5
H -1.06373 -0.21367 5.88886 0.2 0.7 0.6
H 1.29144 -0.97279 2.36218 0.4 1.7 -1.9
H 1.90025 -5.13695 -4.13327 -0.8 2.8 0.6
H 3.92328 -3.71576 -2.83324 -2.2 1.4 -0.6
H -0.66633 -1.76784 0.68937 -1.1 1.2 -2.1
H 2.60752 0.21266 1.60194 -2.4 -0.6 -0.1
H 0.40891 2.74974 3.42045 0.4 -2.5 -0.3
H -0.35233 3.36021 -2.36504 1.1 0.1 1.1
H -0.76338 -1.27844 -1.21924 -0.7 0.2 2.2
H 1.90152 1.59869 3.48083 -2.4 -0.1 -0.7
H -1.03046 -1.09085 -4.14452 2.2 -1.2 0.6
H 3.54532 -0.99030 -2.25371 -2.5 -1.1 -1.3
H -0.56490 -3.91616 -4.71957 1.8 1.9 1.2
H 0.20322 0.88067 4.01070 1.1 1.6 -1.5

***

no.,maximum force (Eh/bohr)
1,0.0081
2,0.1190
3,0.1088
4,0.1468
5,0.1619